Density functional theory data (ωB97M-V/def2-TZVPD) for a structure of composition C16H35BF3NO12P2.

```
! wB97M-V def2-TZVPD RIJCOSX def2/J DEFGRID3
* xyz 0 1
P -0.195 2.045 -2.171
P -0.288 3.331 0.414
F -4.983 1.113 3.427
F -5.671 -0.095 1.764
F -3.550 0.334 2.003
O 2.800 2.227 0.840
O -1.205 4.612 0.434
O 6.909 -2.918 -0.206
O -1.707 1.649 -1.767
O 0.196 3.283 -1.106
O 0.686 0.907 -1.429
O -4.063 3.055 1.775
O 3.953 -7.494 -0.987
O -6.656 4.648 0.277
O 2.479 -1.148 -2.014
O 0.995 3.769 1.216
O -0.883 2.093 0.928
N 1.787 2.319 3.044
C 2.986 -2.265 0.020
C 7.356 -4.952 0.945
C 4.658 -0.724 -1.157
C -4.776 0.854 2.121
C -2.323 4.631 1.345
C 6.524 -4.889 -1.481
C 2.079 -6.074 -0.642
C 2.915 -7.055 -1.427
C -4.968 2.097 1.284
C 6.929 -4.128 -0.244
C -8.477 5.129 -1.173
C -7.686 5.259 0.105
C 2.393 -7.458 -2.784
C -3.528 3.894 0.767
C -8.238 6.187 1.157
C 3.296 -1.354 -1.142
B 1.867 2.740 1.690
H -9.481 4.760 -0.955
H 1.839 1.312 3.139
H 1.088 -6.488 -0.452
H 3.081 -8.163 -3.244
H -2.071 4.222 2.322
H -7.976 4.437 -1.844
H 1.973 -5.143 -1.202
H 1.975 -2.655 -0.083
H 6.238 -4.186 -2.262
H -9.233 5.857 1.462
H 8.217 -5.568 0.683
H -1.743 0.951 -1.097
H 7.620 -4.294 1.769
H 3.696 -3.093 0.042
H -8.566 6.103 -1.658
H 6.543 -5.612 1.252
H 3.059 -1.710 0.956
H -4.296 4.608 0.467
H -8.318 7.200 0.759
H -2.557 5.686 1.457
H -3.197 3.326 -0.106
H 0.918 2.609 3.474
H 2.564 -5.867 0.310
H 2.294 -6.579 -3.423
H 0.776 0.126 -1.998
H -4.755 1.874 0.236
H 4.798 -0.121 -0.259
H -7.580 6.191 2.023
H 4.755 -0.089 -2.035
H 5.424 -1.502 -1.181
H 7.352 -5.503 -1.837
H 2.862 2.724 0.020
H 1.412 -7.924 -2.685
H 5.679 -5.542 -1.254
H -6.001 2.433 1.380
*
```

Its LUMO energy is 0.55 eV. For the orbital gap, the calculation gives 9.99 eV.

---

Density functional theory data (ωB97M-V/def2-TZVPD) for a structure of composition C5H20BrFeN10O5 in a non-equilibrium geometry.

```
! wB97M-V def2-TZVPD RIJCOSX def2/J DEFGRID3
* xyz 2 6
Br -0.303 4.679 2.375
Fe -0.003 1.054 0.906
O 4.192 1.007 0.140
O -4.189 -0.041 0.682
O 0.589 -2.548 -1.718
O 0.350 -0.512 4.863
O -0.626 2.803 -2.940
N -0.010 4.415 -4.364
N 1.170 -3.493 -3.636
N 1.476 -0.564 6.818
N -6.343 0.101 -0.083
N 5.899 1.895 -0.956
N 5.963 -0.129 -0.286
N -2.126 3.857 -4.141
N -0.268 -1.607 6.745
N -0.001 -4.527 -2.368
N -5.675 -1.645 0.952
C -5.389 -0.421 0.632
C 5.273 0.960 -0.294
C 0.499 -0.833 6.045
C 0.680 -3.466 -2.499
C -0.903 3.633 -3.777
H 6.910 -0.092 -0.634
H 2.143 0.182 6.687
H 6.906 1.907 -1.037
H 1.017 -4.266 -4.268
H -6.606 -2.036 0.962
H 5.465 -0.993 -0.123
H -0.448 -4.689 -1.477
H 0.945 4.093 -4.301
H 5.367 2.693 -1.273
H -4.932 -2.115 1.448
H 0.273 -5.276 -2.988
H -0.340 5.088 -5.040
H -6.495 1.075 0.134
H -2.845 3.201 -3.873
H -0.976 -2.142 6.261
H 1.284 -1.009 7.704
H -0.277 -1.685 7.752
H -2.202 4.612 -4.807
H -7.164 -0.457 -0.272
H 1.724 -2.710 -3.950
*
```

Its LUMO energy (spin up / spin down) is -7.65 / -11.46 eV. For the orbital gap (spin up / spin down), the calculation gives 6.06 / 2.25 eV. The expectation value of S² is 8.77. As for the energy above the lowest of the compared OMol25 structures with the same formula, charge and spin: 1495.4 kJ/mol.

---

Density functional theory data (ωB97M-V/def2-TZVPD) for a cluster of 11 separate species, C5H31O12 in total in a non-equilibrium geometry.

```
! wB97M-V def2-TZVPD RIJCOSX def2/J DEFGRID3
* xyz -1 1
O 0.951 -4.102 1.084
O 1.770 2.805 0.893
O -3.226 0.320 -1.255
O -0.318 1.202 1.321
O 1.691 -0.677 3.641
O 2.688 -0.647 -1.963
O 3.945 -0.433 1.458
O -1.138 2.486 -0.669
O 2.890 2.076 -1.517
O -2.567 1.830 2.040
O -1.114 -1.229 1.577
O -3.696 -1.374 1.583
C 0.334 0.049 -2.510
C -0.387 -0.393 -1.316
C -1.591 -1.407 -1.702
C 1.568 -0.858 -2.729
C -2.680 -0.541 -2.282
H 2.052 -0.689 -3.810
H -2.447 0.222 -2.994
H 4.083 0.513 1.336
H -2.087 -1.975 -0.829
H 2.147 2.497 1.716
H 1.296 -1.973 -2.630
H -0.651 -1.322 2.402
H -0.915 3.435 -0.645
H -1.242 -2.158 -2.416
H 2.850 0.208 -1.607
H -2.489 0.975 -1.110
H 2.417 2.177 -0.658
H 1.633 -3.502 1.286
H 2.744 2.838 -2.031
H -2.821 -1.583 1.625
H -1.761 1.632 1.723
H -0.113 1.298 2.223
H -0.874 -0.263 1.266
H 2.162 -1.520 3.551
H 4.004 -0.608 0.507
H 0.583 1.196 -2.179
H -3.031 1.013 2.150
H 0.832 2.460 0.928
H -0.242 0.209 -3.348
H -3.626 -1.220 0.612
H -0.841 0.464 -0.719
H 0.179 -0.941 -0.537
H 2.293 -0.050 3.085
H -3.657 -1.082 -2.579
H -1.059 2.207 0.328
H 0.104 -3.609 1.042
*
```

Its LUMO energy is 2.42 eV. For the orbital gap, the calculation gives 9.05 eV. As for the energy above the lowest of the compared OMol25 structures with the same formula, charge and spin: 261.2 kJ/mol.

---

Density functional theory data (ωB97M-V/def2-TZVPD) for a cluster of 10 separate species, C17H54O12 in total in a non-equilibrium geometry.

```
! wB97M-V def2-TZVPD RIJCOSX def2/J DEFGRID3
* xyz 0 1
O -8.843 -8.760 -14.681
O -4.449 -7.663 -12.525
O -11.944 -2.044 -14.138
O -9.860 -3.176 -15.660
O -5.181 -10.216 -17.109
O -11.028 -3.132 -20.563
O -4.659 -1.477 -15.368
O -6.922 -2.834 -11.219
O -6.524 -0.254 -18.234
O -1.099 -4.619 -16.404
O -5.712 -5.226 -12.586
O -8.463 -6.036 -15.347
C -3.024 -5.991 -16.843
C -7.217 -5.861 -15.981
C -11.576 -3.356 -13.963
C -6.542 -10.031 -16.751
C -7.501 -3.592 -12.260
C -7.448 -5.381 -17.359
C -2.199 -4.720 -17.226
C -7.108 -9.138 -17.822
C -5.023 -7.960 -13.801
C -3.997 -2.546 -14.652
C -9.415 -4.979 -20.350
C -11.082 -3.851 -15.343
C -8.500 -9.158 -13.366
C -6.457 -1.569 -20.143
C -10.423 -4.257 -21.165
C -7.359 -0.896 -19.125
C -7.066 -5.094 -12.100
H -7.631 -5.796 -12.712
H -8.537 -4.404 -20.053
H -2.338 -6.838 -16.808
H -8.831 -5.151 -15.380
H -9.212 -8.837 -12.606
H -6.724 -8.118 -17.821
H -5.926 -7.353 -13.860
H -3.062 -2.787 -15.158
H -7.052 -5.480 -11.080
H -6.511 -5.471 -17.909
H -5.745 -2.278 -19.721
H -3.430 -5.891 -15.836
H -7.736 -4.330 -17.389
H -3.757 -8.320 -12.421
H -8.508 -7.866 -14.786
H -7.133 -2.063 -20.840
H -5.785 -0.876 -20.648
H -5.964 -2.895 -11.200
H -10.811 -3.611 -13.229
H -11.108 -1.584 -14.236
H -1.820 -4.750 -18.247
H -8.186 -9.077 -17.674
H -6.491 -0.761 -17.419
H -10.045 -3.912 -22.127
H -2.762 -3.789 -17.163
H -10.944 -4.928 -15.428
H -7.572 -8.657 -13.090
H -10.044 -2.915 -16.565
H -0.674 -3.784 -16.610
H -8.573 -3.427 -12.368
H -3.880 -6.135 -17.502
H -11.681 -3.694 -16.240
H -7.130 -3.185 -13.201
H -8.005 -0.203 -19.664
H -4.275 -7.718 -14.557
H -4.701 -10.549 -16.347
H -12.433 -3.939 -13.627
H -5.599 -1.539 -15.180
H -9.887 -5.379 -19.453
H -7.012 -9.520 -18.839
H -5.285 -9.013 -13.903
H -7.138 -10.937 -16.648
H -8.408 -10.240 -13.275
H -4.713 -3.352 -14.809
H -11.070 -2.459 -21.246
H -9.029 -5.777 -20.984
H -8.273 -5.799 -17.935
H -7.880 -1.674 -18.568
H -3.797 -2.282 -13.613
H -11.179 -4.963 -21.510
H -6.632 -9.414 -15.856
H -5.501 -6.159 -12.505
H -6.507 -5.184 -15.506
H -6.699 -6.819 -15.944
*
```

Its LUMO energy is 0.29 eV. For the orbital gap, the calculation gives 10.40 eV. The SMILES is OCCO.OCCO.CCO.CCO.CCO.CCO.CCO.CO.CO.CO. As for the energy above the lowest of the compared OMol25 structures with the same formula, charge and spin: 518.0 kJ/mol.

---

Density functional theory data (ωB97M-V/def2-TZVPD) for the molecule C2H3ClFP in a non-equilibrium geometry.

```
! wB97M-V def2-TZVPD RIJCOSX def2/J DEFGRID3
* xyz 0 3
Cl -1.132 -0.176 -2.730
P 0.103 0.251 0.001
F 1.428 0.320 -0.997
C 0.780 0.033 1.528
C -1.143 -0.512 -1.054
H 1.785 -0.194 1.377
H 0.249 0.213 2.387
H -2.071 0.065 -0.512
*
```

Its LUMO energy (spin up / spin down) is 0.71 / -2.17 eV. For the orbital gap (spin up / spin down), the calculation gives 7.89 / 7.36 eV. The expectation value of S² is 2.02. As for the energy above the lowest of the compared OMol25 structures with the same formula, charge and spin: 0.0 kJ/mol.

---

Density functional theory data (ωB97M-V/def2-TZVPD) for the molecule C4H3ClO2S in a non-equilibrium geometry.

```
! wB97M-V def2-TZVPD RIJCOSX def2/J DEFGRID3
* xyz 0 1
Cl 2.364 1.401 -0.508
S 0.161 -1.217 -1.683
O -1.539 -1.513 0.923
O -1.307 0.814 0.794
C -0.864 -0.595 0.685
C 0.783 0.831 -0.120
C 0.363 -0.575 -0.130
C -0.197 1.629 0.262
H 1.195 -1.024 0.546
H -0.694 -2.287 -1.430
H -0.265 2.537 0.662
*
```

Its LUMO energy is 0.44 eV. For the orbital gap, the calculation gives 10.13 eV. The SMILES is O=C1OC=C(Cl)[C@@H]1S. As for the energy above the lowest of the compared OMol25 structures with the same formula, charge and spin: 139.5 kJ/mol.

---

Density functional theory data (ωB97M-V/def2-TZVPD) for a cluster of 2 separate species, C4H12NO2 in total.

```
! wB97M-V def2-TZVPD RIJCOSX def2/J DEFGRID3
* xyz -1 1
O -1.208 -2.550 -0.785
O 0.678 3.269 1.383
N 0.332 -0.688 0.449
C -1.798 -1.705 0.091
C 1.384 0.215 0.041
C 1.364 0.731 -1.414
C -1.056 -0.353 0.103
H -1.794 -2.109 1.132
H -1.450 0.363 0.847
H 2.333 -0.302 0.192
H 0.509 2.654 0.658
H 1.691 -0.063 -2.086
H -2.871 -1.524 -0.130
H -1.094 -0.053 -0.939
H 0.233 2.796 2.104
H 0.355 0.989 -1.715
H 2.035 1.580 -1.580
H 0.398 -1.607 -0.002
H 1.370 1.071 0.722
*
```

Its LUMO energy is 3.66 eV. For the orbital gap, the calculation gives 6.22 eV. As for the energy above the lowest of the compared OMol25 structures with the same formula, charge and spin: 116.2 kJ/mol.

---

Density functional theory data (ωB97M-V/def2-TZVPD) for a structure of composition C31H34BrGeIN3O5Re in a non-equilibrium geometry.

```
! wB97M-V def2-TZVPD RIJCOSX def2/J DEFGRID3
* xyz 1 2
Re 0.291 -0.009 0.240
I -0.330 -4.625 -1.002
Br 1.643 2.922 6.991
Ge -1.536 -1.667 2.749
O -1.532 -0.971 -0.318
O -0.392 1.320 1.583
O 1.031 -1.369 -1.372
O -2.956 3.916 -4.037
O -0.500 1.308 -1.112
N 2.150 0.276 1.087
N 2.209 -2.551 -2.838
N 2.097 1.049 -1.371
C 3.279 -0.105 0.300
C 4.346 -0.841 0.720
C -2.556 0.381 -1.950
C 2.374 0.734 2.291
C -4.091 4.155 -4.868
C 3.233 0.394 -1.017
C 5.424 -0.564 -1.431
C 1.438 1.336 3.148
C 1.564 -3.661 -0.799
C -1.772 2.577 -2.574
C 1.570 -2.440 -1.668
C 2.011 1.545 -2.573
C -0.168 2.913 4.776
C 1.882 1.722 4.444
C -2.598 -3.225 2.242
C -0.617 2.557 3.534
C -1.586 1.407 -1.840
C 3.052 1.417 -3.525
C -3.841 1.723 -3.520
C 1.084 2.461 5.250
C -2.770 -0.157 2.733
C -2.428 -0.800 -1.176
C -3.408 -1.929 -1.326
C 4.308 0.182 -1.889
C 5.432 -1.072 -0.165
C 0.072 -1.596 1.575
C 4.183 0.732 -3.189
C 0.139 1.700 2.703
C -3.659 0.574 -2.809
C -0.844 -1.881 4.563
C -2.875 2.745 -3.390
H -2.935 0.220 1.724
H -4.136 3.440 -5.690
H -0.078 -2.496 0.970
H -1.573 2.904 3.161
H -0.142 -2.717 4.624
H 0.951 -1.733 2.206
H -3.720 -0.512 3.141
H -1.044 3.375 -2.488
H 6.279 -1.649 0.184
H -2.409 0.657 3.365
H 6.263 -0.729 -2.099
H -4.395 -0.214 -2.909
H 4.985 0.595 -3.906
H -3.229 -3.515 3.086
H -3.436 -2.278 -2.359
H -1.987 -4.085 1.957
H -3.249 -2.961 1.408
H -4.705 1.838 -4.156
H -4.414 -1.603 -1.049
H -5.017 4.113 -4.293
H 1.681 -3.391 0.244
H 4.364 -1.258 1.721
H 2.309 -4.387 -1.101
H -3.107 -2.744 -0.677
H -0.331 -0.968 4.880
H 2.630 -3.412 -3.139
H 3.405 0.715 2.642
H -3.962 5.154 -5.268
H -0.774 3.555 5.404
H 2.869 1.424 4.779
H 1.083 2.053 -2.819
H 2.202 -1.765 -3.469
H 2.936 1.863 -4.504
H -1.665 -2.070 5.261
*
```

Its LUMO energy (spin up / spin down) is -3.51 / -3.46 eV. For the orbital gap (spin up / spin down), the calculation gives 6.39 / 6.31 eV. The expectation value of S² is 0.77. As for the energy above the lowest of the compared OMol25 structures with the same formula, charge and spin: 20.8 kJ/mol.

---

Density functional theory data (ωB97M-V/def2-TZVPD) for the molecule C6H10 in a non-equilibrium geometry.

```
! wB97M-V def2-TZVPD RIJCOSX def2/J DEFGRID3
* xyz 0 1
C 0.173 -0.582 -0.747
C -0.237 0.037 0.843
C -0.064 0.784 -0.418
C -0.264 2.000 -0.903
C -1.402 -0.310 1.658
C 1.571 -1.019 -0.990
H -0.117 2.153 -1.957
H -0.535 -1.140 -1.280
H -1.178 -1.221 2.119
H -1.406 0.364 2.452
H 2.020 -1.461 -0.129
H -0.376 2.819 -0.177
H 2.152 -0.131 -1.365
H 1.524 -1.744 -1.756
H -2.410 -0.288 1.237
H 0.549 -0.261 1.414
*
```

Its LUMO energy is 1.17 eV. For the orbital gap, the calculation gives 9.86 eV. The SMILES is C=C1[C@@H](C)[C@@H]1C. As for the energy above the lowest of the compared OMol25 structures with the same formula, charge and spin: 267.2 kJ/mol.

---

Density functional theory data (ωB97M-V/def2-TZVPD) for a cluster of 2 separate species, C2H3NS in total in a non-equilibrium geometry.

```
! wB97M-V def2-TZVPD RIJCOSX def2/J DEFGRID3
* xyz 0 1
S 3.164 -0.053 0.265
N -0.551 0.161 0.582
C 2.817 0.772 -0.976
C -1.582 -0.340 0.167
H -2.314 -0.673 0.914
H 0.237 0.397 -0.064
H -1.770 -0.263 -0.889
*
```

Its LUMO energy is -0.24 eV. For the orbital gap, the calculation gives 9.34 eV. As for the energy above the lowest of the compared OMol25 structures with the same formula, charge and spin: 286.8 kJ/mol.

---

Density functional theory data (ωB97M-V/def2-TZVPD) for a structure of composition C20H50LaNO2P2Si4Te in a non-equilibrium geometry.

```
! wB97M-V def2-TZVPD RIJCOSX def2/J DEFGRID3
* xyz 2 1
La 0.233 0.863 1.648
Te 0.734 -2.099 2.417
P -3.548 0.475 -0.757
P 2.548 -0.348 0.777
Si 0.305 -0.542 4.381
Si 1.878 -1.179 5.947
Si 0.219 1.827 4.499
Si -1.727 -1.402 5.173
O -2.463 -1.052 -0.462
O 0.807 -2.867 -2.410
N 0.032 1.195 -0.937
C 1.314 1.324 -1.291
C 1.731 1.517 -2.653
C 2.290 -3.007 5.762
C 0.216 2.458 6.246
C 2.398 1.293 -0.186
C 0.731 1.539 -3.633
C -2.384 1.619 -1.574
C 1.252 -0.826 7.690
C 1.640 2.566 3.488
C -2.312 -0.420 6.676
C -0.570 1.477 -3.263
C -1.534 -3.210 5.682
C -0.927 1.324 -1.906
C -1.422 2.396 3.676
C -3.963 0.807 0.931
C -5.040 0.287 -1.733
C 4.196 -0.263 1.575
C 3.437 -0.166 5.643
C -3.021 -1.303 3.807
C 2.897 -1.356 -0.669
H 4.654 -1.258 1.455
H -3.578 -0.909 -1.077
H 0.345 -1.391 7.942
H -1.811 3.115 4.423
H 4.818 0.494 1.085
H 0.008 3.541 6.234
H 0.536 -2.487 -3.269
H 3.553 -2.166 -0.360
H -3.777 -2.071 4.029
H -1.089 -3.825 4.885
H -2.874 1.782 -2.488
H -1.739 -1.055 -1.121
H 4.116 -0.040 2.658
H -2.540 -3.605 5.889
H -3.524 -0.326 3.791
H -4.986 1.227 0.954
H -1.279 2.958 2.722
H 2.278 2.178 0.493
H 3.281 0.908 5.815
H 3.821 -0.308 4.622
H 1.496 -3.655 6.158
H -2.195 1.616 3.545
H 1.325 -3.610 -2.581
H -1.644 -0.536 7.537
H 2.228 3.023 4.281
H 2.465 -3.283 4.715
H -2.402 0.659 6.461
H 1.188 2.309 6.736
H -0.928 -3.337 6.589
H 4.203 -0.520 6.351
H -2.625 -1.513 2.806
H 1.054 0.241 7.863
H 1.008 1.656 -4.710
H 3.210 -3.205 6.332
H -3.337 1.599 1.372
H -1.415 1.580 -3.952
H -0.557 1.974 6.862
H -3.301 -0.783 6.967
H 1.321 3.370 2.785
H -3.967 -0.060 1.590
H -5.602 -0.617 -1.456
H 3.393 1.385 -0.656
H 2.048 -1.139 8.383
H -5.682 1.158 -1.550
H 3.399 -0.724 -1.409
H -4.813 0.222 -2.802
H -2.471 2.595 -1.051
H 1.968 -1.764 -1.118
H 2.771 1.633 -2.845
H 2.330 1.871 2.951
*
```

Its LUMO energy is -6.32 eV. For the orbital gap, the calculation gives 4.25 eV. As for the energy above the lowest of the compared OMol25 structures with the same formula, charge and spin: 646.8 kJ/mol.

---

| no. | DFT total energy (Eh) |
| --- | --- |
| 1 | -2595.8084 |
| 2 | -4963.2436 |
| 3 | -1111.9582 |
| 4 | -1582.7654 |
| 5 | -979.2470 |
| 6 | -1163.0199 |
| 7 | -364.8112 |
| 8 | -6768.9094 |
| 9 | -234.5007 |
| 10 | -530.8255 |
| 11 | -3136.9647 |